DFT (ωB97M-V/def2-TZVPD) results for 2 unconnected molecules or ions with the total composition C13H13P in a non-equilibrium geometry.

The geometry in XYZ format:
```
27
Properties=species:S:1:pos:R:3:forces:R:3
C 3.665451 1.212667 0.411491 0.93 -0.73 0.52
C -3.681961 1.203393 0.259159 2.05 -2.98 -0.97
C 2.903122 0.756745 1.460290 -2.24 -0.28 -1.17
C 3.395860 0.701116 -0.849872 2.52 2.27 -1.62
C -3.382798 0.079038 1.095574 -1.20 2.72 -0.17
C -3.080256 1.401693 -0.956710 2.50 -2.55 0.04
C 1.681929 0.056467 1.181771 0.76 -0.36 -1.58
C 2.281111 -0.043272 -1.143034 0.24 0.37 -0.37
C -2.247093 -0.594579 0.873696 0.41 0.52 -1.68
C -2.003320 0.545374 -1.312489 1.46 -0.91 -0.34
C 1.342406 -0.364795 -0.136021 1.78 0.84 -0.08
C -1.521997 -0.321078 -0.352321 -0.83 -1.51 2.40
C -0.007984 -2.691328 0.460993 1.68 1.17 0.96
P -0.103285 -1.382699 -0.585527 0.89 1.12 -2.07
H 4.550369 1.823814 0.718684 -0.76 -0.55 -0.94
H -4.429084 1.814914 0.463322 -3.49 2.58 1.31
H 3.278669 1.109497 2.375906 -0.45 -0.07 1.64
H 4.141626 1.052496 -1.691984 -1.74 -0.99 1.50
H -3.982086 -0.111206 1.986685 0.08 0.14 -0.26
H -3.249999 2.066208 -1.729307 -1.29 1.88 -0.78
H 0.916165 -0.302248 1.823205 0.00 0.19 1.58
H 2.256373 -0.210092 -2.224687 -0.84 -0.71 0.53
H -2.036196 -1.297605 1.641803 1.03 -0.83 -0.02
H -1.388621 0.427832 -2.295965 -1.61 1.06 1.52
H -0.674277 -3.432072 0.554697 -2.72 -2.42 0.19
H 0.956838 -2.959263 0.800931 0.94 -0.04 0.35
H 0.419048 -0.541018 -2.830280 -0.10 0.10 -0.49
```
Positions in Å, forces in eV/Å.

Computed properties:
- Frontier orbital gap (spin up / spin down): 7.36 / 7.50 eV
- 2S+1: 3
- E_tot: -844.2636 hartree
- Expectation value of S²: 2.008
- Highest occupied orbital energy (spin up / spin down): -6.52 / -8.86 eV
- Total charge: 0

Atom-resolved charges from Löwdin, all expressed in e: -0.11 -0.06 -0.08 -0.12 -0.08 -0.07 -0.05 -0.16 -0.11 -0.10 -0.36 -0.38 -0.20 0.91 0.12 0.05 0.08 0.14 0.11 0.08 0.08 0.06 0.09 0.09 -0.03 0.01 0.10